This record from the Open Molecules 2025 dataset describes a 4-piece molecular cluster, C12H36O16P4 overall in a non-equilibrium geometry. The level of theory is ωB97M-V with the def2-TZVPD basis set.

Calculated values
Electronic energy ... -3048.02537 Eh
Orbital gap ... 0.35877 hartree
Energy relative to the best compared isomer or geometry (same formula, charge and spin) ... 260.6 kcal per mole
LUMO energy ... 0.019 hartree
Structure (SMILES) ... COP(=O)(OC)OC.COP(=O)(OC)OC.COP(=O)(OC)OC.COP(=O)(OC)OC

Last column: Löwdin charge in e.
Cartesian coordinates (Å):
C: 2.3285 3.9056 -2.1970  -0.1294
O: 2.2992 2.5380 -2.2216  -0.1369
P: 0.9683 1.7736 -2.1435  0.3432
O: 0.2666 2.3238 -0.9691  -0.2293
O: 0.1348 1.9132 -3.4651  -0.1980
C: -1.0657 1.3111 -3.6445  -0.1098
O: 0.9626 0.2195 -2.0122  -0.1812
C: 1.0814 -0.4860 -0.6977  0.0024
H: 1.7846 4.3333 -3.0344  0.1081
H: 3.2119 4.3217 -1.8950  0.0699
H: 1.8111 4.4893 -1.4848  0.0711
H: -1.7046 1.6735 -4.4436  0.0969
H: -1.4025 1.3785 -2.7215  0.0230
H: -0.6544 0.3956 -4.2355  0.1395
H: 0.9586 -1.4096 -0.9311  -0.0024
H: 0.3125 -0.1518 0.0158  0.0775
H: 2.1410 -0.4081 -0.2096  0.1281
C: -1.5392 1.0531 1.5774  -0.1830
O: -1.2190 2.3388 1.7789  -0.1910
P: -1.8665 3.4776 0.7986  0.4889
O: -2.9704 3.9478 1.6489  -0.2566
O: -0.8798 4.7044 0.5294  -0.2264
C: -0.2712 5.4817 1.5425  -0.0783
O: -2.5633 2.8237 -0.5392  -0.2288
C: -3.3623 3.6708 -1.2683  -0.1682
H: -1.7382 0.6894 0.5993  0.0541
H: -2.5021 0.8581 2.1565  0.1244
H: -0.8476 0.6063 2.1726  0.0587
H: 0.5110 6.1021 1.1136  0.0898
H: 0.2242 4.7800 2.0845  0.0507
H: -1.0113 6.0890 2.0908  0.1083
H: -3.8772 3.2677 -2.0997  0.0564
H: -2.8457 4.5563 -1.9975  0.1621
H: -4.1025 4.0322 -0.6428  0.0529
C: -3.9155 -0.5837 -1.0228  -0.1536
O: -2.6570 -0.7948 -1.4761  -0.2126
P: -2.3459 -2.2368 -2.2196  0.4099
O: -3.5062 -3.1789 -1.9504  -0.2722
O: -2.3888 -1.9050 -3.7202  -0.1909
C: -3.4185 -2.4183 -4.5871  -0.0517
O: -0.9698 -2.9069 -2.1230  -0.1858
C: -0.8392 -4.3459 -2.4925  0.0171
H: -4.4915 -0.4288 -1.7350  -0.0002
H: -3.8395 0.4098 -0.5023  0.0979
H: -4.3365 -1.3058 -0.1450  0.1608
H: -4.3588 -2.4770 -4.0703  0.0934
H: -3.2154 -3.3591 -5.0099  0.0785
H: -3.5012 -1.9342 -5.4231  0.0280
H: 0.1703 -4.7066 -2.3306  0.1029
H: -1.1238 -4.6154 -3.6488  0.1616
H: -1.4834 -4.7840 -2.1013  -0.0642
C: 2.3733 -4.7077 4.7740  -0.1102
O: 3.5825 -4.0894 4.7297  -0.1609
P: 3.9478 -3.0278 3.6672  0.3664
O: 3.7116 -3.5470 2.3362  -0.2004
O: 3.2689 -1.5840 3.8558  -0.2172
C: 2.8412 -0.9250 2.7256  -0.1472
O: 5.4768 -2.8653 4.0820  -0.2048
C: 5.9103 -2.0625 5.0758  -0.1756
H: 2.0325 -4.9823 3.8761  0.0493
H: 1.5821 -4.0182 5.1620  0.1191
H: 2.4815 -5.4931 5.4329  0.0773
H: 2.6596 0.1851 3.0356  0.1394
H: 2.1418 -1.5754 2.2950  0.0646
H: 3.6310 -0.7483 2.0196  0.0760
H: 7.1523 -2.0173 5.2441  0.1612
H: 5.5276 -2.4271 6.0554  0.0832
H: 5.3269 -1.1435 4.9362  0.0741



This record from the Open Molecules 2025 dataset describes a 6-piece molecular cluster, C12H36O6 overall in a non-equilibrium geometry. The level of theory is ωB97M-V with the def2-TZVPD basis set.

Calculated values
Electronic energy ... -930.18904 Eh
Orbital gap ... 0.35440 hartree
Energy relative to the best compared isomer or geometry (same formula, charge and spin) ... 33.9 kcal per mole
LUMO energy ... 0.015 hartree
Structure (SMILES) ... CC(C)O.CC(C)O.CC(C)O.CC(C)O.O.O

Last column: Löwdin charge in e.
Cartesian coordinates (Å):
C: 2.6068 1.8897 -0.8866  -0.0486
C: 2.4430 0.9439 -2.0549  -0.4322
C: 3.3315 -0.3184 -1.8314  -0.0488
O: 1.1299 0.3834 -2.0170  -0.0846
H: 1.8518 2.6748 -0.9257  0.0923
H: 3.6291 2.2669 -0.9136  0.0865
H: 2.5361 1.5001 0.1290  0.0666
H: 2.6316 1.3353 -3.0546  0.1414
H: 3.1531 -0.7098 -0.8299  0.0615
H: 4.3800 -0.0391 -1.9351  0.0743
H: 3.2054 -1.1067 -2.5735  0.0755
H: 0.9452 0.1349 -2.9257  0.1051
C: -1.8166 -2.3254 -1.3476  -0.0558
C: -0.5687 -3.1775 -1.5992  -0.4632
C: 0.1071 -3.8213 -0.3194  -0.0356
O: -0.8978 -4.2358 -2.4689  -0.0585
H: -1.5324 -1.5459 -0.6408  0.0637
H: -2.6648 -2.8547 -0.9136  0.0771
H: -2.3044 -1.9681 -2.2545  0.0798
H: 0.2204 -2.5872 -2.0650  0.1198
H: 0.8663 -3.2522 0.2170  0.0528
H: 0.5320 -4.7771 -0.6260  0.0711
H: -0.6399 -4.1069 0.4212  0.0708
H: -1.3335 -4.8979 -1.9273  0.0843
C: 2.7142 -0.9853 2.2506  -0.0310
C: 1.9410 -0.3120 3.4040  -0.4659
C: 2.6622 0.5150 4.4236  -0.0494
O: 0.9618 0.5081 2.8034  -0.0750
H: 3.4013 -0.4154 1.6251  0.0673
H: 2.0637 -1.4509 1.5102  0.0612
H: 3.3574 -1.7766 2.6355  0.0814
H: 1.3486 -1.0547 3.9384  0.1369
H: 1.9721 1.1348 4.9960  0.0841
H: 3.4611 1.1093 3.9802  0.0855
H: 3.2082 -0.0803 5.1555  0.0816
H: 0.3088 0.6597 3.4906  0.0889
C: -3.7475 3.8360 -1.4047  -0.0356
C: -3.3228 2.4098 -0.8630  -0.4250
C: -4.2663 1.1927 -1.1784  -0.0500
O: -2.1428 2.0285 -1.5475  -0.0857
H: -2.9125 4.5010 -1.6252  0.0699
H: -4.4551 4.3976 -0.7948  0.0651
H: -4.3037 3.6924 -2.3310  0.0638
H: -3.0994 2.4514 0.2030  0.1125
H: -3.8850 0.1935 -0.9676  0.0592
H: -4.3410 1.1583 -2.2653  0.0691
H: -5.2964 1.2586 -0.8281  0.0676
H: -1.6841 1.3174 -1.0941  0.0397
O: -2.3453 0.8986 2.2625  -0.0479
H: -1.9041 0.5904 3.0540  0.0131
H: -1.7065 0.7618 1.5629  -0.0237
O: -0.3174 0.7471 0.3471  -0.0608
H: 0.1927 0.6215 -0.4530  0.0012
H: 0.3256 0.6868 1.0536  0.0069



This record from the Open Molecules 2025 dataset describes a 6-piece molecular cluster, C12H36O6 overall in a non-equilibrium geometry. The level of theory is ωB97M-V with the def2-TZVPD basis set.

Calculated values
Electronic energy ... -930.13823 Eh
Orbital gap ... 0.36867 hartree
Energy relative to the best compared isomer or geometry (same formula, charge and spin) ... 65.7 kcal per mole
LUMO energy ... 0.015 hartree
Structure (SMILES) ... CCO.CCO.CCO.CCO.CCO.CCO

Last column: Löwdin charge in e.
Cartesian coordinates (Å):
C: -3.0707 2.7831 2.8280  -0.0995
C: -1.6266 3.1928 2.6895  -0.3073
O: -1.0781 3.0089 3.9929  -0.0908
H: -3.6261 3.4990 3.4339  0.0772
H: -3.1465 1.7805 3.2491  0.0775
H: -3.6342 2.8627 1.8984  0.0673
H: -1.6581 4.2233 2.3355  0.1119
H: -1.0454 2.6022 1.9814  0.0841
H: -1.2030 2.0728 4.1651  0.0325
C: -0.5925 -3.8738 0.8265  -0.0684
C: 0.7295 -4.5276 0.3703  -0.3097
O: 1.3360 -5.0827 1.5165  -0.0892
H: -0.3583 -3.0852 1.5416  0.0572
H: -1.1855 -4.6747 1.2682  0.0722
H: -1.1119 -3.4489 -0.0324  0.0687
H: 1.3990 -3.7389 0.0268  0.0864
H: 0.6453 -5.3215 -0.3719  0.1154
H: 1.5285 -6.0068 1.3417  0.0776
C: 3.0414 -0.5588 -2.6838  -0.0744
C: 2.3101 -1.8443 -2.2258  -0.3059
O: 1.1022 -1.9032 -2.9591  -0.0984
H: 2.3102 0.2172 -2.9101  0.0430
H: 3.6295 -0.6601 -3.5959  0.0686
H: 3.7311 -0.1480 -1.9465  0.0660
H: 2.0892 -1.9178 -1.1610  0.0758
H: 2.8554 -2.7753 -2.3806  0.1078
H: 0.4736 -1.2128 -2.7360  0.0305
C: 1.1219 0.0029 2.8994  -0.0632
C: 1.0682 0.0039 4.4337  -0.3175
O: -0.2343 0.3666 4.7538  -0.0767
H: 0.5784 -0.8697 2.5370  0.0620
H: 2.1023 0.0915 2.4314  0.0830
H: 0.4983 0.8199 2.5364  0.0465
H: 1.8620 0.6451 4.8170  0.1065
H: 1.4181 -0.9211 4.8919  0.1075
H: -0.4641 0.4578 5.6814  0.1047
C: -0.1411 1.7769 -4.8574  -0.0583
C: -1.1202 2.7573 -4.0550  -0.2468
O: -2.0127 1.9130 -3.2998  -0.0992
H: -0.7564 0.9660 -5.2472  0.0722
H: 0.6552 1.2908 -4.2937  0.0444
H: 0.4036 2.2115 -5.6956  0.0667
H: -1.7280 3.3283 -4.7569  0.1025
H: -0.4668 3.4439 -3.5167  0.1012
H: -2.6422 2.4568 -2.8205  0.0918
C: 0.3452 0.7797 -0.5038  -0.0787
C: -1.0026 0.1127 -0.5639  -0.2891
O: -1.0690 -0.4492 -1.8511  -0.0939
H: 0.4005 1.4746 0.3341  0.0509
H: 0.5595 1.4125 -1.3651  0.0763
H: 1.1535 0.0685 -0.3336  0.0660
H: -1.7818 0.8573 -0.4007  0.1091
H: -1.0994 -0.6655 0.1931  0.1057
H: -1.4924 0.2062 -2.4105  0.0506



This record from the Open Molecules 2025 dataset describes a 6-piece molecular cluster, C12H36O6S6 overall in a non-equilibrium geometry. The level of theory is ωB97M-V with the def2-TZVPD basis set.

Calculated values
Electronic energy ... -3319.10220 Eh
Orbital gap ... 0.31573 hartree
Energy relative to the best compared isomer or geometry (same formula, charge and spin) ... 42.7 kcal per mole
LUMO energy ... 0.009 hartree

Last column: Löwdin charge in e.
Cartesian coordinates (Å):
C: -1.7872 -4.4584 1.9958  -0.2579
S: -0.3881 -3.3676 1.4050  0.8029
O: 0.7991 -3.6207 2.3309  -0.5550
C: -0.0579 -4.2167 -0.2623  -0.2318
H: -1.6560 -5.5066 1.7273  0.0418
H: -2.7836 -4.2385 1.6125  0.0436
H: -1.9302 -4.5348 3.0736  0.0429
H: -0.8514 -4.1083 -1.0017  0.0501
H: 0.1250 -5.2867 -0.1639  0.0439
H: 0.9240 -3.8686 -0.5829  0.0365
C: -4.0370 -0.3764 2.0331  -0.2348
S: -2.5682 -0.7523 3.0486  0.8043
O: -2.2180 0.5920 3.6773  -0.5699
C: -3.2064 -1.7789 4.4338  -0.2402
H: -3.6537 -0.0500 1.0664  0.0104
H: -4.4602 0.5193 2.4877  0.0527
H: -4.7561 -1.1945 1.9910  0.0599
H: -2.4740 -1.9700 5.2181  0.0586
H: -3.5828 -2.6776 3.9451  0.0314
H: -3.9924 -1.2449 4.9677  0.0540
C: 2.4847 2.8461 2.4403  -0.2371
S: 2.2871 1.0210 2.4071  0.8104
O: 3.4660 0.5209 3.2079  -0.5693
C: 0.7791 0.9848 3.4238  -0.2782
H: 2.4057 3.1780 3.4755  0.0529
H: 1.6549 3.2511 1.8609  0.0433
H: 3.4130 3.0844 1.9211  0.0526
H: 0.0518 1.5397 2.8312  0.0362
H: 0.8825 1.5770 4.3331  0.0572
H: 0.4326 0.0049 3.7522  0.0453
C: 4.5866 1.0116 -4.6333  -0.2623
S: 5.7354 2.3221 -5.2530  0.8355
O: 6.6132 2.8373 -4.1365  -0.5843
C: 6.9518 1.1404 -6.0676  -0.2520
H: 5.2001 0.5187 -3.8792  0.0491
H: 4.4103 0.3926 -5.5130  0.0424
H: 3.6365 1.3444 -4.2153  0.0406
H: 7.1205 0.2197 -5.5092  0.0460
H: 7.9525 1.5561 -6.1854  0.0488
H: 6.5925 0.8048 -7.0404  0.0374
C: -3.0688 2.4371 -2.1628  -0.2331
S: -4.7371 1.5667 -1.9779  0.8610
O: -4.4087 0.1638 -1.5124  -0.6056
C: -5.0431 2.3184 -0.3223  -0.2668
H: -2.5978 1.9968 -3.0416  0.0464
H: -2.4950 2.3372 -1.2414  0.0265
H: -3.1902 3.5181 -2.2322  0.0519
H: -5.8947 1.8368 0.1583  0.0525
H: -5.3070 3.3546 -0.5338  0.0425
H: -4.1322 2.3349 0.2760  0.0466
C: -0.6376 -0.1992 -0.3195  -0.2571
S: 0.3587 0.6961 -1.5838  0.8229
O: 0.5044 2.1023 -1.0596  -0.5731
C: 1.9626 -0.2480 -1.1829  -0.2272
H: -0.0684 -0.0993 0.6047  0.0242
H: -0.8130 -1.2638 -0.4747  0.0263
H: -1.5281 0.4149 -0.1858  0.0234
H: 2.2456 -0.2805 -0.1307  0.0124
H: 2.7734 0.2559 -1.7091  0.0282
H: 1.9760 -1.2582 -1.5920  0.0402